13 unconnected molecules or ions with the total composition C64H116F6N20O4P at a distorted geometry, computed with ωB97M-V with the def2-TZVPD basis set.

Bonds (Å) are listed after each position.
Cartesian coordinates (Å):
1 C -30.307 -3.803 11.900  C2 1.511, H9 1.084, H10 1.093, H11 1.080
2 C -30.670 -3.269 13.266  C1 1.511, N3 1.513, H12 1.106, H13 1.107
3 N -30.368 -1.787 13.262  C2 1.513, C4 1.380, C7 1.323
4 C -29.257 -1.141 13.766  N3 1.380, C5 1.386, H14 1.079
5 C -29.431 0.209 13.507  C4 1.386, N6 1.404, H15 1.081
6 N -30.662 0.342 12.845  C5 1.404, C7 1.311, C8 1.539
7 C -31.154 -0.868 12.727  N3 1.323, N6 1.311, H16 1.073
8 C -31.319 1.642 12.347  N6 1.539, H17 1.100, H18 1.104, H19 1.078
9 H -30.514 -4.866 11.843  C1 1.084
10 H -29.254 -3.657 11.647  C1 1.093
11 H -30.931 -3.275 11.193  C1 1.080
12 H -30.032 -3.754 14.028  C2 1.106
13 H -31.739 -3.364 13.539  C2 1.107
14 H -28.394 -1.691 14.108  C4 1.079
15 H -28.743 1.017 13.718  C5 1.081
16 H -32.048 -1.051 12.163  C7 1.073
17 H -30.723 2.060 11.522  C8 1.100
18 H -31.540 2.318 13.191  C8 1.104
19 H -32.266 1.313 11.952  C8 1.078
20 C -42.232 7.309 14.566  C21 1.545, H28 1.094, H29 1.093, H30 1.101
21 C -40.992 8.081 14.061  C20 1.545, N22 1.518, H31 1.092, H32 1.090
22 N -39.939 8.068 15.154  C21 1.518, C23 1.399, C26 1.278
23 C -39.864 8.999 16.195  N22 1.399, C24 1.329, H33 1.080
24 C -38.835 8.613 16.942  C23 1.329, N25 1.406, H34 1.083
25 N -38.304 7.435 16.386  C24 1.406, C26 1.323, C27 1.482
26 C -39.025 7.188 15.304  N22 1.278, N25 1.323, H35 1.070
27 C -37.243 6.601 16.998  N25 1.482, H36 1.093, H37 1.091, H38 1.099
28 H -42.717 7.848 15.384  C20 1.094
29 H -42.012 6.286 14.881  C20 1.093
30 H -42.924 7.266 13.711  C20 1.101
31 H -41.230 9.132 13.884  C21 1.092
32 H -40.523 7.527 13.247  C21 1.090
33 H -40.571 9.814 16.221  C23 1.080
34 H -38.412 9.006 17.858  C24 1.083
35 H -38.925 6.308 14.704  C26 1.070
36 H -36.747 7.192 17.772  C27 1.093
37 H -36.544 6.243 16.241  C27 1.091
38 H -37.768 5.765 17.482  C27 1.099
39 C -29.777 7.665 13.833  C40 1.530, H47 1.099, H48 1.100, H49 1.096
40 C -31.179 8.277 13.836  C39 1.530, N41 1.541, H50 1.104, H51 1.093
41 N -32.207 7.211 13.411  C40 1.541, C42 1.343, C45 1.315
42 C -32.793 7.151 12.205  N41 1.343, C43 1.372, H52 1.093
43 C -33.652 6.081 12.217  C42 1.372, N44 1.370, H53 1.073
44 N -33.487 5.480 13.437  C43 1.370, C45 1.327, C46 1.516
45 C -32.637 6.211 14.149  N41 1.315, N44 1.327, H54 1.078
46 C -34.258 4.293 13.979  N44 1.516, H55 1.104, H56 1.086, H57 1.096
47 H -29.710 6.879 14.597  C39 1.099
48 H -29.002 8.412 14.063  C39 1.100
49 H -29.513 7.226 12.863  C39 1.096
50 H -31.232 9.044 13.044  C40 1.104
51 H -31.570 8.609 14.801  C40 1.093
52 H -32.541 7.949 11.503  C42 1.093
53 H -34.313 5.671 11.478  C43 1.073
54 H -32.313 5.975 15.149  C45 1.078
55 H -33.569 3.431 14.025  C46 1.104
56 H -35.118 4.136 13.334  C46 1.086
57 H -34.614 4.447 15.004  C46 1.096
58 C -40.544 0.257 10.195  C59 1.499, H66 1.092, H67 1.088, H68 1.084
59 C -39.862 1.483 10.723  C58 1.499, N60 1.465, H69 1.082, H70 1.096
60 N -38.428 1.210 10.836  C59 1.465, C61 1.390, C64 1.328
61 C -37.763 0.044 11.196  N60 1.390, C62 1.355, H71 1.065
62 C -36.428 0.251 11.093  C61 1.355, N63 1.394, H72 1.079
63 N -36.279 1.598 10.766  C62 1.394, C64 1.297, C65 1.539
64 C -37.465 2.097 10.609  N60 1.328, N63 1.297, H73 1.081
65 C -34.967 2.338 10.449  N63 1.539, H74 1.077, H75 1.088, H76 1.085
66 H -40.301 -0.609 10.814  C58 1.092
67 H -40.379 0.146 9.125  C58 1.088
68 H -41.613 0.284 10.378  C58 1.084
69 H -40.315 1.826 11.644  C59 1.082
70 H -40.002 2.330 10.040  C59 1.096
71 H -38.260 -0.889 11.328  C61 1.065
72 H -35.556 -0.375 11.198  C62 1.079
73 H -37.638 3.100 10.247  C64 1.081
74 H -34.409 2.425 11.366  C65 1.077
75 H -35.299 3.323 10.128  C65 1.088
76 H -34.429 1.826 9.658  C65 1.085
77 C -26.277 9.062 13.966  C78 1.542, H85 1.088, H86 1.094, H87 1.088
78 C -24.962 8.369 14.375  C77 1.542, N79 1.485, H88 1.087, H89 1.098
79 N -24.153 9.370 15.117  C78 1.485, C80 1.411, C83 1.310
80 C -24.229 10.768 14.943  N79 1.411, C81 1.360, H90 1.084
81 C -23.213 11.271 15.694  C80 1.360, N82 1.397, H91 1.079
82 N -22.449 10.185 16.129  C81 1.397, C83 1.307, C84 1.520
83 C -23.107 9.091 15.854  N79 1.310, N82 1.307, H92 1.080
84 C -21.172 10.192 16.955  N82 1.520, H93 1.103, H94 1.093, H95 1.094
85 H -26.769 9.520 14.822  C77 1.088
86 H -26.990 8.332 13.573  C77 1.094
87 H -26.079 9.855 13.248  C77 1.088
88 H -24.357 8.145 13.500  C78 1.087
89 H -25.185 7.533 15.051  C78 1.098
90 H -25.011 11.241 14.360  C80 1.084
91 H -22.854 12.280 15.830  C81 1.079
92 H -22.783 8.104 16.153  C83 1.080
93 H -20.379 10.725 16.402  C84 1.103
94 H -20.920 9.140 17.114  C84 1.093
95 H -21.450 10.585 17.937  C84 1.094
96 C -26.900 4.977 14.364  C97 1.533, H104 1.090, H105 1.091, H106 1.095
97 C -26.176 3.822 13.663  C96 1.533, N98 1.495, H107 1.090, H108 1.097
98 N -25.108 3.185 14.493  C97 1.495, C99 1.379, C102 1.297
99 C -24.814 1.838 14.520  N98 1.379, C100 1.342, H109 1.074
100 C -23.640 1.700 15.155  C99 1.342, N101 1.421, H110 1.069
101 N -23.212 3.014 15.489  C100 1.421, C102 1.308, C103 1.507
102 C -24.114 3.835 15.015  N98 1.297, N101 1.308, H111 1.080
103 C -21.984 3.444 16.249  N101 1.507, H112 1.099, H113 1.076, H114 1.093
104 H -27.689 5.400 13.743  C96 1.090
105 H -26.236 5.842 14.421  C96 1.091
106 H -27.283 4.733 15.361  C96 1.095
107 H -25.710 4.152 12.735  C97 1.090
108 H -26.941 3.099 13.355  C97 1.097
109 H -25.481 1.094 14.123  C99 1.074
110 H -23.035 0.834 15.316  C100 1.069
111 H -23.954 4.901 14.960  C102 1.080
112 H -21.149 2.731 16.205  C103 1.099
113 H -22.279 3.528 17.280  C103 1.076
114 H -21.713 4.368 15.730  C103 1.093
115 C -30.430 7.595 19.217  C116 1.515, H123 1.081, H124 1.096, H125 1.102
116 C -30.216 7.866 17.741  C115 1.515, N117 1.474, H126 1.098, H127 1.092
117 N -29.094 8.813 17.607  C116 1.474, C118 1.419, C121 1.312
118 C -27.732 8.465 17.415  N117 1.419, C119 1.335, H128 1.070
119 C -27.049 9.610 17.447  C118 1.335, N120 1.374, H129 1.071
120 N -27.954 10.642 17.523  C119 1.374, C121 1.301, C122 1.506
121 C -29.135 10.122 17.688  N117 1.312, N120 1.301, H130 1.082
122 C -27.661 12.119 17.507  N120 1.506, H131 1.091, H132 1.094, H133 1.069
123 H -30.866 8.426 19.755  C115 1.081
124 H -29.464 7.270 19.620  C115 1.096
125 H -31.043 6.699 19.407  C115 1.102
126 H -31.072 8.443 17.368  C116 1.098
127 H -29.956 6.960 17.190  C116 1.092
128 H -27.474 7.439 17.259  C118 1.070
129 H -25.992 9.758 17.345  C119 1.071
130 H -30.061 10.683 17.685  C121 1.082
131 H -27.600 12.468 18.539  C122 1.091
132 H -28.505 12.648 17.053  C122 1.094
133 H -26.832 12.233 16.842  C122 1.069
134 C -36.683 2.695 16.074  C135 1.503, H142 1.084, H143 1.097, H144 1.098
135 C -35.984 2.226 17.320  C134 1.503, N136 1.496, H145 1.099, H146 1.083
136 N -34.971 3.265 17.685  C135 1.496, C137 1.395, C140 1.303
137 C -33.628 3.339 17.317  N136 1.395, C138 1.358, H147 1.085
138 C -33.057 4.341 18.034  C137 1.358, N139 1.375, H148 1.072
139 N -34.049 4.871 18.826  C138 1.375, C140 1.320, C141 1.483
140 C -35.157 4.199 18.575  N136 1.303, N139 1.320, H149 1.073
141 C -33.874 5.909 19.870  N139 1.483, H150 1.086, H151 1.094, H152 1.073
142 H -37.515 2.011 15.952  C134 1.084
143 H -36.015 2.568 15.213  C134 1.097
144 H -37.051 3.730 16.058  C134 1.098
145 H -35.459 1.273 17.162  C135 1.099
146 H -36.700 2.215 18.132  C135 1.083
147 H -33.142 2.547 16.755  C137 1.085
148 H -32.052 4.716 18.059  C138 1.072
149 H -36.048 4.305 19.164  C140 1.073
150 H -33.673 6.869 19.405  C141 1.086
151 H -33.069 5.640 20.559  C141 1.094
152 H -34.771 5.908 20.460  C141 1.073
153 C -39.830 11.319 7.253  C154 1.580, H161 1.090, H162 1.083, H163 1.102
154 C -38.686 11.486 8.331  C153 1.580, N155 1.501, H164 1.120, H165 1.101
155 N -38.282 10.137 8.849  C154 1.501, C156 1.407, C159 1.289
156 C -39.059 9.280 9.651  N155 1.407, C157 1.404, H166 1.080
157 C -38.299 8.102 9.719  C156 1.404, N158 1.381, H167 1.071
158 N -37.170 8.281 8.946  C157 1.381, C159 1.320, C160 1.499
159 C -37.234 9.503 8.450  N155 1.289, N158 1.320, H168 1.068
160 C -36.123 7.289 8.536  N158 1.499, H169 1.093, H170 1.095, H171 1.095
161 H -40.308 12.253 6.959  C153 1.090
162 H -40.559 10.592 7.590  C153 1.083
163 H -39.411 10.874 6.336  C153 1.102
164 H -39.037 12.064 9.225  C154 1.120
165 H -37.791 11.902 7.844  C154 1.101
166 H -40.014 9.545 10.082  C156 1.080
167 H -38.524 7.181 10.219  C157 1.071
168 H -36.551 9.889 7.726  C159 1.068
169 H -36.498 6.512 7.865  C160 1.093
170 H -35.663 6.907 9.454  C160 1.095
171 H -35.313 7.793 7.998  C160 1.095
172 C -27.159 5.628 9.449  C173 1.509, H180 1.085, H181 1.093, H182 1.102
173 C -27.978 6.298 10.524  C172 1.509, N174 1.501, H183 1.111, H184 1.085
174 N -27.848 7.785 10.359  C173 1.501, C175 1.392, C178 1.335
175 C -26.733 8.584 10.599  N174 1.392, C176 1.368, H185 1.076
176 C -27.130 9.891 10.530  C175 1.368, N177 1.382, H186 1.077
177 N -28.473 9.874 10.203  C176 1.382, C178 1.315, C179 1.516
178 C -28.847 8.621 10.064  N174 1.335, N177 1.315, H187 1.079
179 C -29.383 11.045 9.889  N177 1.516, H188 1.096, H189 1.086, H190 1.098
180 H -27.549 5.805 8.452  C172 1.085
181 H -27.193 4.542 9.571  C172 1.093
182 H -26.100 5.924 9.519  C172 1.102
183 H -27.720 5.998 11.562  C173 1.111
184 H -29.031 6.131 10.320  C173 1.085
185 H -25.728 8.227 10.737  C175 1.076
186 H -26.590 10.803 10.721  C176 1.077
187 H -29.850 8.342 9.783  C178 1.079
188 H -30.335 10.578 9.611  C179 1.096
189 H -28.943 11.571 9.047  C179 1.086
190 H -29.526 11.568 10.843  C179 1.098
191 C -29.077 11.411 14.109  C192 1.618, H195 1.106, H196 1.085, H197 1.096
192 C -27.783 12.372 14.259  C191 1.618, O193 1.259, O194 1.232
193 O -26.730 11.856 13.799  C192 1.259
194 O -27.988 13.431 14.855  C192 1.232
195 H -29.429 11.065 15.099  C191 1.106
196 H -28.997 10.575 13.422  C191 1.085
197 H -29.905 12.050 13.783  C191 1.096
198 C -33.702 9.556 9.274  C199 1.590, H202 1.087, H203 1.098, H204 1.102
199 C -33.317 10.156 10.695  C198 1.590, O200 1.284, O201 1.225
200 O -32.384 9.578 11.363  C199 1.284
201 O -34.013 11.058 11.145  C199 1.225
202 H -34.605 8.977 9.449  C198 1.087
203 H -32.964 8.832 8.906  C198 1.098
204 H -33.924 10.346 8.539  C198 1.102
205 P -31.502 4.966 9.250  F206 1.513, F207 1.667, F208 1.653, F209 1.710, F210 1.582, F211 1.654
206 F -31.831 4.729 7.793  P205 1.513
207 F -33.088 5.373 9.563  P205 1.667
208 F -31.879 3.399 9.619  P205 1.653
209 F -31.137 5.116 10.914  P205 1.710
210 F -30.014 4.519 8.956  P205 1.582
211 F -31.106 6.548 8.979  P205 1.654

Calculated values
2S+1: 1
Frontier orbital gap, eV: 5.3
Total charge: +7
Electronic energy, Eh: -4842.3494
E_LUMO, Ha: -0.46964